Entry 1:
Formula: C3H6OS2
Source: OMol25
Level of theory: ωB97M-V with the def2-TZVPD basis set

Last column: Löwdin charge in e.
Geometry (Å):
C1 0.959 0.080 -0.138  -0.180
C2 1.929 -1.107 0.280  -0.188
O1 1.751 -2.135 -0.352  0.073
C3 -0.605 -0.211 0.022  -0.480
S1 -1.393 0.668 -1.377  0.778
S2 -2.506 2.106 -0.165  0.567
H1 1.265 0.089 -1.214  0.112
H2 1.043 1.154 0.126  0.115
H3 2.615 -0.891 1.183  0.159
H4 -1.082 0.279 0.857  0.018
H5 -0.883 -1.296 0.007  0.114
H6 -3.092 1.264 0.771  -0.090

Forces on atoms 1 to 6 (eV/Å):
-0.6888 0.4884 -1.2950
-1.5532 -0.5953 0.1978
1.0733 1.9453 1.7744
0.7806 -1.1509 -0.6785
-1.3011 1.5457 2.1560
0.4700 -1.5330 -1.4696

Its multiplicity is 2. The frontier orbital gap (alpha / beta) comes out at 8.31 / 5.40 eV. Its net charge is +1. The value obtained for the total energy is -26915.938 eV. The value obtained for the HOMO energy (alpha / beta) is -14.22 / -14.13 eV.

---

Entry 2:
Formula: C2H8S2
Source: OMol25
Level of theory: ωB97M-V with the def2-TZVPD basis set

Last column: Löwdin charge in e.
Geometry (Å):
S1 2.425 -0.517 1.544  0.240
S2 2.492 1.337 0.614  0.266
H1 3.716 -0.464 1.784  -0.233
H2 1.505 1.003 -0.203  -0.276
C1 -0.635 -0.111 -0.928  -0.184
C2 -1.781 -0.277 0.070  -0.164
H3 -0.313 0.928 -0.903  0.041
H4 -1.146 -0.215 -1.890  0.067
H5 0.165 -0.843 -0.930  0.058
H6 -2.500 -1.010 -0.311  0.063
H7 -1.482 -0.419 1.106  0.061
H8 -2.445 0.588 0.048  0.062

Forces on atoms 1 to 6 (eV/Å):
-0.4411 -0.0255 0.1599
-0.0048 0.2919 0.1714
0.6969 -0.3016 0.1372
-0.1205 0.0681 -0.4069
-1.4901 0.4903 -0.6807
-0.5441 0.0368 -0.2025

The frontier orbital gap comes out at 8.97 eV. The value obtained for the total energy is -23873.587 eV. The value obtained for the HOMO energy is -8.62 eV.

---

Entry 3:
Formula: C18H16N7PdSSe
Source: OMol25
Level of theory: ωB97M-V with the def2-TZVPD basis set

Last column: Löwdin charge in e.
Geometry (Å):
Pd1 0.882 -0.410 0.817  0.586
C1 -0.924 -2.983 2.374  -0.093
C2 -0.986 -2.901 0.878  -0.356
C3 -1.915 -3.675 0.142  -0.038
C4 -1.979 -3.568 -1.218  -0.025
C5 -1.106 -2.692 -1.899  -0.186
C6 -1.071 -2.524 -3.301  -0.086
C7 -0.185 -1.633 -3.842  -0.125
C8 0.660 -0.849 -3.016  -0.166
C9 0.683 -0.950 -1.638  -0.087
S1 2.864 -1.594 1.002  -0.218
C10 -0.200 -1.938 -1.114  -0.280
N1 -0.179 -2.074 0.257  -0.021
H1 -0.639 -3.988 2.684  0.067
H2 -1.900 -2.750 2.811  0.073
H3 -0.175 -2.286 2.745  0.021
H4 -2.577 -4.341 0.683  0.104
H5 -2.701 -4.151 -1.783  0.106
H6 -1.741 -3.103 -3.929  0.093
H7 -0.139 -1.514 -4.921  0.084
H8 1.313 -0.131 -3.510  0.063
N2 3.773 1.206 1.918  0.141
C11 2.906 2.000 1.291  -0.432
N3 3.307 3.238 0.965  0.169
C12 2.361 4.004 0.441  -0.463
N4 2.739 5.244 0.001  0.134
N5 1.078 3.680 0.296  0.162
C13 0.774 2.425 0.615  -0.268
N6 1.658 1.522 1.067  0.062
C14 -0.623 2.015 0.478  -0.194
C15 -1.599 2.917 0.056  -0.008
C16 -2.908 2.502 -0.037  -0.062
C17 -3.215 1.186 0.297  -0.047
C18 -2.193 0.349 0.694  -0.099
N7 -0.923 0.739 0.787  0.030
H9 4.737 1.490 1.877  0.102
H10 3.562 0.186 1.932  -0.058
H11 3.600 5.592 0.387  0.089
H12 1.986 5.904 -0.100  0.089
H13 -1.281 3.918 -0.196  0.103
H14 -3.684 3.184 -0.361  0.103
H15 -4.229 0.815 0.239  0.104
H16 -2.395 -0.685 0.941  0.108
Se1 2.581 -3.374 2.191  -0.280

Forces on atoms 1 to 6 (eV/Å):
0.7370 -0.4100 0.5608
-0.1008 0.1003 -0.0650
0.2242 0.0236 0.1416
-0.0852 -0.0779 -0.0933
-0.0078 -0.0146 0.0611
0.1711 -0.1313 0.2858

The frontier orbital gap (alpha / beta) comes out at 4.03 / 4.03 eV. Its net charge is -1. The value obtained for the total energy is -109019.950 eV. The value obtained for the HOMO energy (alpha / beta) is -2.17 / -2.17 eV.

---

Entry 4:
Formula: C4H7NO2
Source: OMol25
Level of theory: ωB97M-V with the def2-TZVPD basis set

Last column: Löwdin charge in e.
Geometry (Å):
O1 -0.018 1.751 1.124  -0.018
C1 0.485 0.473 0.871  -0.355
C2 -0.660 -0.496 1.146  -0.206
O2 -1.797 -0.096 1.075  0.065
C3 -0.581 -0.847 -1.654  -0.064
N1 -0.073 0.300 -1.520  -0.010
C4 1.023 0.364 -0.566  -0.190
H1 -0.985 1.656 1.049  0.089
H2 1.316 0.252 1.558  0.149
H3 -0.092 -1.681 -1.108  0.087
H4 -0.461 -1.501 1.554  0.134
H5 -1.496 -1.034 -2.227  0.084
H6 1.730 -0.480 -0.629  0.119
H7 1.558 1.286 -0.781  0.116

Forces on atoms 1 to 6 (eV/Å):
-0.0986 0.2988 -0.0012
0.0398 -0.0589 0.0261
-0.2157 0.2284 0.6996
0.0870 -0.3532 0.0393
0.4285 -0.1523 0.3082
-0.4910 -0.3009 -0.2053

The frontier orbital gap comes out at 10.49 eV. The value obtained for the total energy is -9844.830 eV. The value obtained for the HOMO energy is -10.01 eV.